No. 1
Entry from the OMol25 dataset: 2 unconnected molecules or ions with the total composition H4P2S (ωB97M-V with the def2-TZVPD basis set).

Energy above the lowest of the compared OMol25 structures with the same formula, charge and spin = 1.854 eV
LUMO = -0.5 eV
Electronic energy = -1083.182125 hartree
Orbital gap = 8.07 eV
Spin multiplicity = 1
HOMO = -8.53 eV

XYZ file:
```
7
Properties=species:S:1:pos:R:3:mulliken_charge:R:1
P -1.6647 0.2704 -0.5048 -0.024
P 1.2321 -0.6962 -0.6160 -0.088
S -0.3542 -0.8452 0.7334 -0.119
H -2.7050 0.4633 0.4538 0.069
H -0.1462 1.5792 -0.4109 -0.003
H 1.7496 0.5958 -0.1435 0.092
H 1.8886 -1.3674 0.4880 0.074
```


No. 2
Entry from the OMol25 dataset: 2 unconnected molecules or ions with the total composition H4P2S5 (ωB97M-V with the def2-TZVPD basis set).

LUMO (alpha / beta) = -0.2 / -3.3 eV
Electronic energy = -2675.977296 hartree
Orbital gap (alpha / beta) = 7.89 / 5.74 eV
Spin multiplicity = 3
<S²> = 2.01
HOMO (alpha / beta) = -8.10 / -8.99 eV

XYZ file:
```
11
Properties=species:S:1:pos:R:3:mulliken_charge:R:1
P -1.2189 0.0106 -0.4419 0.118
P 0.4789 1.1821 0.6726 0.400
S -2.9888 0.2120 0.2231 -0.259
S 1.5406 2.2245 -0.6184 -0.327
S 0.3039 -2.2526 -1.6654 -0.134
S 1.6619 -0.3206 1.6897 -0.255
S -0.6500 2.0389 2.2877 -0.204
H -0.8842 0.9506 -1.5508 0.134
H 0.8804 -2.8454 -0.5992 0.201
H 2.5991 0.4670 2.1532 0.166
H 0.2906 1.9657 3.2579 0.159
```


No. 3
Entry from the OMol25 dataset: 2 unconnected molecules or ions with the total composition H4S2 (ωB97M-V with the def2-TZVPD basis set).

Energy above the lowest of the compared OMol25 structures with the same formula, charge and spin = 0.009 eV
LUMO = 0.9 eV
SMILES string = S.S
Electronic energy = -798.749089 hartree
Orbital gap = 10.56 eV
Spin multiplicity = 1
HOMO = -9.70 eV

XYZ file:
```
6
Properties=species:S:1:pos:R:3:mulliken_charge:R:1
S 0.0141 -1.9357 -0.7547 -0.322
H 0.5371 -2.0272 -1.9915 0.151
H 1.2215 -1.7090 -0.2046 0.159
S -0.2163 1.8974 0.4868 -0.267
H -0.9665 0.9485 1.0772 0.138
H -0.5899 2.8260 1.3868 0.141
```


Copy entry 3 word for word.
Entry from the OMol25 dataset: 2 unconnected molecules or ions with the total composition H4S2 (ωB97M-V with the def2-TZVPD basis set).

Energy above the lowest of the compared OMol25 structures with the same formula, charge and spin = 0.009 eV
LUMO = 0.9 eV
SMILES string = S.S
Electronic energy = -798.749089 hartree
Orbital gap = 10.56 eV
Spin multiplicity = 1
HOMO = -9.70 eV

XYZ file:
```
6
Properties=species:S:1:pos:R:3:mulliken_charge:R:1
S 0.0141 -1.9357 -0.7547 -0.322
H 0.5371 -2.0272 -1.9915 0.151
H 1.2215 -1.7090 -0.2046 0.159
S -0.2163 1.8974 0.4868 -0.267
H -0.9665 0.9485 1.0772 0.138
H -0.5899 2.8260 1.3868 0.141
```


What is the formula in the second record? H4P2S5


What did the second record say?
Entry from the OMol25 dataset: 2 unconnected molecules or ions with the total composition H4P2S5 (ωB97M-V with the def2-TZVPD basis set).

LUMO (alpha / beta) = -0.2 / -3.3 eV
Electronic energy = -2675.977296 hartree
Orbital gap (alpha / beta) = 7.89 / 5.74 eV
Spin multiplicity = 3
<S²> = 2.01
HOMO (alpha / beta) = -8.10 / -8.99 eV

XYZ file:
```
11
Properties=species:S:1:pos:R:3:mulliken_charge:R:1
P -1.2189 0.0106 -0.4419 0.118
P 0.4789 1.1821 0.6726 0.400
S -2.9888 0.2120 0.2231 -0.259
S 1.5406 2.2245 -0.6184 -0.327
S 0.3039 -2.2526 -1.6654 -0.134
S 1.6619 -0.3206 1.6897 -0.255
S -0.6500 2.0389 2.2877 -0.204
H -0.8842 0.9506 -1.5508 0.134
H 0.8804 -2.8454 -0.5992 0.201
H 2.5991 0.4670 2.1532 0.166
H 0.2906 1.9657 3.2579 0.159
```